No. 1
A structure of composition C45H37CdF10N8Se. Source: the OMol25 dataset; level of theory: wB97M-V/def2-TZVPD.

Last column: Löwdin charge in e.
Geometry (Å):
Cd 0.895 -1.293 0.734  1.391
Se -2.402 0.116 1.429  1.170
F 1.256 -1.842 3.895  0.062
F 2.510 -5.402 -1.866  0.052
F -0.493 -6.128 2.612  0.100
F 0.795 1.418 7.247  0.091
F 0.648 -1.180 6.407  0.097
F 2.348 2.701 3.013  0.064
F 1.446 -7.750 -1.359  0.092
F 1.686 3.313 5.482  0.095
F 0.596 -3.738 2.172  0.024
F -0.098 -8.206 0.856  0.079
N 2.194 -0.063 2.054  -0.093
N -0.192 1.767 -0.619  0.148
N -1.529 -0.943 2.542  -0.215
N -3.706 0.461 2.575  -0.232
N -1.163 2.556 -2.606  0.115
N -1.304 0.326 -2.148  0.133
N 2.747 -0.438 -0.784  -0.272
N 2.089 -3.152 0.002  -0.062
C -0.624 3.178 1.853  -0.061
C 0.257 -5.943 1.513  -0.163
C 1.799 -5.515 -0.714  -0.137
C 2.428 -0.097 -2.161  -0.092
C -1.875 -1.783 4.801  -0.029
C 3.072 -2.884 -1.025  -0.263
C -2.809 -1.232 -3.864  -0.054
C -1.856 3.568 -4.671  -0.214
C 1.949 1.680 3.806  -0.156
C 1.849 0.369 3.294  -0.226
C -2.613 4.602 -3.885  -0.045
C -1.450 -1.029 -1.695  -0.255
C -3.439 -0.207 3.687  -0.401
C 1.129 1.084 5.987  -0.159
C -0.420 1.621 -4.742  -0.035
C 1.619 -4.398 0.139  -0.227
C 0.223 3.739 0.752  -0.213
C 1.596 2.028 5.099  -0.158
C -0.948 -1.556 -0.503  -0.281
C -2.271 -1.785 -2.564  -0.224
C 1.690 5.505 -0.049  -0.100
C -1.148 2.555 -4.004  -0.208
C 3.368 0.528 1.436  -0.254
C -2.634 -3.071 -2.202  -0.070
C 1.880 4.809 -1.233  -0.096
C -1.838 3.591 -6.058  -0.057
C -0.433 1.658 -6.128  -0.090
C -4.255 -0.207 4.860  -0.038
C 3.218 0.740 -0.062  -0.206
C -3.872 -0.955 5.924  -0.090
C 1.241 3.597 -1.427  -0.059
C -2.237 -3.598 -0.985  -0.090
C -1.422 -2.837 -0.168  -0.201
C -1.146 2.640 -6.795  -0.100
C 1.237 -6.757 -0.476  -0.164
C 0.457 -6.997 0.635  -0.168
C 0.396 3.044 -0.453  -0.258
C 1.351 -0.551 4.246  -0.179
C 0.827 -4.718 1.272  -0.188
C -0.812 1.522 -1.717  -0.390
C -2.229 -0.991 3.666  -0.373
C 1.021 -0.223 5.542  -0.160
C 0.871 4.959 0.926  -0.054
C -2.681 -1.753 5.890  -0.078
C 3.712 -1.539 -0.734  -0.211
H -1.159 -3.248 0.799  0.060
H -5.157 0.390 4.873  0.105
H 2.644 -2.892 -2.037  0.100
H 2.080 -0.978 -2.698  0.079
H 3.879 -3.627 -1.030  0.115
H -2.426 -2.349 6.757  0.102
H 1.632 0.646 -2.174  0.048
H -1.944 5.225 -3.284  0.084
H -1.150 3.465 -2.174  0.123
H 4.240 -0.117 1.626  0.099
H -0.326 2.152 2.076  0.044
H 4.545 -1.350 -1.432  0.121
H -0.521 3.775 2.758  0.080
H 0.732 5.483 1.864  0.109
H -4.475 -0.956 6.823  0.096
H 2.492 1.531 -0.224  0.090
H -3.254 -3.652 -2.876  0.101
H -3.334 -2.016 -4.408  0.075
H -2.387 4.373 -6.570  0.106
H -2.552 -4.589 -0.682  0.100
H -3.528 -0.420 -3.701  0.088
H -2.024 -0.850 -4.521  0.071
H 3.308 0.310 -2.687  0.092
H -1.160 2.672 -7.877  0.096
H 0.166 0.871 -4.227  0.106
H 3.630 1.501 1.852  0.104
H 4.185 1.084 -0.472  0.126
H -3.165 5.262 -4.553  0.074
H -0.985 -2.394 4.762  0.107
H 1.414 3.051 -2.347  0.106
H 2.539 5.196 -2.000  0.097
H -1.877 0.478 -2.960  0.080
H -1.679 3.154 1.574  0.067
H 0.130 0.917 -6.682  0.103
H -3.322 4.133 -3.199  0.086
H 4.119 -1.591 0.275  0.104
H 2.184 6.453 0.121  0.094

Results
HOMO energy ... -4.324 eV
Net charge ... -1
Multiplicity ... 1
E_LUMO ... 0.06565 hartree

***

No. 2
A cluster of 2 separate species, C5H8N2 in total at a distorted geometry. Source: the OMol25 dataset; level of theory: wB97M-V/def2-TZVPD.

Last column: Löwdin charge in e.
Geometry (Å):
N -0.916 1.692 1.137  0.023
N 0.059 -2.334 -0.470  0.051
C 0.779 1.089 -0.293  -0.109
C -0.332 0.679 -0.878  -0.136
C 0.372 -1.714 0.570  -0.156
C 0.331 1.819 0.948  -0.142
C -1.460 0.905 0.091  -0.252
H 0.621 -2.722 -1.190  0.036
H 1.846 1.063 -0.580  0.108
H 0.870 2.282 1.715  0.086
H -0.240 0.154 -1.865  0.125
H -1.672 -0.218 0.253  0.134
H -0.323 -1.241 1.196  0.038
H -2.372 1.402 -0.332  0.133
H 1.352 -1.381 0.822  0.061

Results
HOMO energy ... -9.453 eV
Net charge ... 0
Multiplicity ... 1
E_LUMO ... 0.03459 hartree
SMILES ... C1=CCN=C1.C=N

***

Energy relative to the best compared isomer or geometry (same formula, charge and spin) per entry: 0.0; 71.7 kcal per mole